Here is a cluster of 14 separate species, C64H165N9O10 in total from the OMol25 dataset. Energies are from ωB97M-V/def2-TZVPD.

XYZ file:
```
248
Properties=species:S:1:pos:R:3:forces:R:3:lowdin_charge:R:1
H -3.185916 6.445035 3.320824 0.743 -0.470 -0.366 0.13
H -0.226382 5.388764 -1.321591 0.468 0.380 -0.228 0.06
H 7.831217 6.102116 0.546673 0.138 0.069 0.228 0.06
C -1.834225 -1.681628 3.126634 0.301 1.173 -0.206 -0.11
H 3.313317 5.115958 5.939374 -0.567 -0.669 -0.196 0.14
H 2.256350 3.289268 -5.496051 -0.113 -0.372 -0.117 0.09
H 2.089484 -6.943986 -4.577823 -1.109 0.702 0.598 0.09
H 1.745818 3.870760 -3.069688 -0.406 -0.533 0.719 0.03
H 4.287420 5.851384 -0.643489 0.382 0.211 -0.094 0.11
H 5.002870 2.211089 3.341610 -0.312 -0.341 -0.001 0.05
H 6.115571 -6.937700 -3.308450 1.015 -0.669 -0.541 0.06
H -4.620989 5.191751 -0.035877 0.003 -0.591 0.472 0.07
C -0.949386 -3.147385 -5.592302 -0.629 0.506 0.392 -0.25
O -5.918781 -1.156437 -4.259783 0.211 0.426 -0.443 -0.06
C 2.493507 4.335925 -3.674448 -0.579 0.416 -0.695 -0.07
H -6.061289 0.688315 0.113034 0.274 -0.778 -0.891 0.04
H 5.325591 -3.447192 -2.041071 -0.119 0.038 0.246 0.05
H -5.141312 -3.956640 1.043163 0.760 -0.504 0.708 0.09
H -2.274683 5.754058 -2.655681 0.178 1.030 -1.087 0.09
H -4.778766 -0.895195 1.068070 0.249 1.157 0.134 0.13
H 5.729866 0.499541 -4.955434 -0.674 0.041 0.135 0.07
H -2.179929 -4.343684 5.186815 0.153 -0.969 0.632 0.11
H 2.836948 6.781537 1.036721 -0.362 0.433 0.284 0.08
H 6.486487 -0.847294 2.067006 0.067 0.211 0.749 0.09
H -5.768111 -1.812362 -1.172237 -0.060 0.096 -0.037 0.04
C -5.555203 -3.974471 -2.214895 -0.649 -0.215 -0.661 -0.27
H -3.465101 3.774858 2.453743 0.119 -0.030 0.110 0.11
C 1.430407 1.037429 -5.034097 -0.239 -0.518 1.554 -0.07
H -5.850373 4.487007 -0.931227 -0.143 -0.326 -0.709 0.06
H -3.156501 -3.278681 4.373737 -0.402 0.206 -0.073 0.09
C -0.981826 4.632523 -1.382197 -0.865 -1.086 1.296 -0.08
O 1.848442 3.667936 6.428794 0.327 -0.705 -0.683 -0.08
O 1.760211 1.262478 3.163224 -0.342 -0.711 0.427 -0.09
H 4.560520 -8.041347 -1.904161 -0.248 0.509 -1.051 0.12
C -7.080798 -4.437582 -0.295461 1.097 -0.668 -0.093 -0.22
H -0.745687 3.784731 -1.987988 0.773 -0.398 -0.680 0.06
C 3.951748 -7.017418 0.433636 0.654 -0.178 -0.666 -0.09
H -4.660162 -5.286511 4.586745 -1.904 0.571 2.120 0.04
H -2.750112 5.684403 -0.945041 0.118 0.241 -0.774 0.10
H 4.129466 -1.542307 -0.739114 0.422 -1.000 0.131 0.09
C 2.295226 -5.782112 -2.738158 -0.161 0.831 0.380 -0.29
N 4.595910 4.847936 1.160218 0.713 -1.269 1.389 -0.18
H 2.652785 0.094599 -0.999586 -0.718 -0.128 -0.924 0.10
C -0.675682 -0.699175 -1.285752 0.342 0.880 0.864 -0.20
H 3.250256 4.791251 -3.052909 0.280 0.012 0.219 0.06
H -1.991180 6.239930 1.097287 0.114 -0.259 -0.510 0.04
C 6.954344 5.510953 0.316287 -1.508 0.102 0.426 -0.06
H 2.232776 -5.906877 -0.083055 0.172 -0.192 -0.702 0.10
C -5.420098 -0.233592 2.957436 1.510 1.739 0.546 -0.30
C 1.746754 -0.557974 -1.015281 0.798 -0.066 0.409 -0.28
H -6.412010 -3.558818 -2.759170 -0.053 -0.110 0.222 0.10
H 3.433115 3.125897 1.778716 1.691 0.633 -0.452 0.11
N 3.535215 2.078384 -4.344068 -0.843 -0.742 0.312 -0.18
H 3.719288 1.332988 4.906603 0.096 0.204 -0.172 0.06
H -1.652556 -2.302841 -5.371605 0.583 -0.454 -0.465 0.14
H -5.038611 -1.007680 -3.889865 -0.213 -0.165 0.042 0.08
H -0.826756 -1.463813 -0.464437 0.708 0.456 -0.394 0.12
H 5.030517 -0.183645 -3.427211 0.421 0.712 -0.483 0.06
O -5.747193 -0.928260 -1.602079 -1.048 0.651 0.183 -0.11
H -2.248003 1.889349 3.615020 -0.201 -0.260 -0.458 0.08
H -5.581051 0.757303 3.421861 -0.318 -0.223 0.191 0.12
H -4.382005 -5.807924 -2.292094 -0.485 0.035 -0.200 0.08
C 3.994975 -1.390998 1.854968 0.577 -0.075 0.029 -0.23
H 4.764663 2.168925 -2.574689 -0.148 0.424 0.619 0.10
H 4.937405 2.714099 0.831222 -0.227 0.549 0.458 0.09
C 3.765947 5.223604 0.071962 -0.542 -1.077 -1.695 -0.29
N -5.797969 -3.806200 -0.773979 -1.035 1.131 -1.350 -0.22
H 2.677372 -0.641490 4.753475 0.582 -0.090 -0.268 0.10
C -5.006551 4.190693 -0.319561 0.652 2.046 -0.046 -0.09
C 0.341879 -2.697152 -6.233058 0.322 0.156 0.379 -0.27
H -4.662243 -0.717232 3.571972 0.001 -0.292 0.013 0.11
C 1.882487 -1.723924 -2.007063 1.087 -0.227 1.210 -0.08
C -2.065169 4.302435 4.876152 -0.033 1.167 -0.272 -0.24
C -0.848861 -5.308140 3.100978 0.002 0.053 -0.100 -0.23
C -2.102386 6.155292 3.219435 0.044 -1.385 0.259 -0.23
C -3.341881 -3.428087 -0.127969 0.120 -0.040 0.520 -0.06
N -1.774807 -4.132708 3.125342 1.276 -1.068 0.068 -0.18
C -1.862168 2.304146 2.681288 1.469 2.149 0.072 -0.06
N 5.078697 -1.931421 1.023805 1.749 0.865 2.451 -0.20
H 5.867088 0.009423 -0.786287 -0.102 -0.046 -0.387 0.04
H -2.756668 -0.580203 -1.698073 -0.621 -0.342 0.210 0.05
H -7.787964 -4.592929 -1.149705 0.629 0.517 0.629 0.12
C -5.304579 -5.384676 -2.736477 -0.424 -0.933 2.033 -0.07
C 1.889361 5.050751 4.354106 -0.918 -0.409 -0.099 -0.22
H -3.538073 -6.210689 3.889336 0.679 -1.385 -0.348 0.05
C -7.041584 -0.720415 -2.238444 -0.495 -1.487 1.335 -0.24
C 2.481673 1.128375 -3.892496 -0.048 1.200 -0.385 -0.20
H 2.615919 5.669862 3.814601 -0.077 -0.326 -0.473 0.11
C 5.346971 -6.329423 -2.919153 -0.521 1.265 0.392 -0.09
H 0.734475 0.205621 -4.894987 0.162 -0.072 0.059 0.05
H -1.472650 -6.243867 3.068923 0.618 0.883 0.166 0.11
C -4.832180 0.099878 1.608454 -1.693 -1.960 -0.968 -0.22
O 0.161963 -2.124585 -7.490227 -0.150 0.610 -1.020 -0.05
H -0.487204 -1.258766 -2.196520 -0.394 0.026 -0.199 0.08
O -0.655920 -3.837924 -4.402240 -0.089 -0.759 0.332 -0.08
H 0.739947 -1.871027 -5.623377 0.233 -0.448 -0.024 0.10
H -4.269053 -4.938208 2.956706 0.266 -0.139 0.506 0.08
H 1.926776 5.132957 -4.187418 0.423 -0.019 0.135 0.08
H 2.059962 2.700012 6.298855 -0.137 1.423 0.215 0.07
C 1.439056 -6.407335 -3.814889 1.642 -1.523 -0.250 -0.08
C -2.330801 5.123857 -1.820124 -1.136 -0.687 2.366 -0.25
H 3.383337 -0.673275 1.299891 0.038 0.299 -0.042 0.09
H -6.361649 0.770319 -3.484602 0.036 -0.325 -0.615 0.11
H -1.593290 7.733413 1.843415 0.248 0.127 0.106 0.08
N -1.790579 4.700241 3.457316 -0.392 -0.332 -0.449 -0.19
C -4.686084 -4.159992 0.082196 0.151 0.559 -0.955 -0.25
H 6.512950 -2.247443 -1.551920 -0.324 -0.318 0.539 0.08
C -3.966662 3.371329 -1.044733 -0.257 -0.515 -1.199 -0.24
C -5.154587 3.456448 -3.720893 0.336 0.718 0.378 -0.10
H 2.687662 -3.085520 1.535626 -0.379 0.072 -0.400 0.04
H 3.010210 -4.995065 -3.102600 -0.727 -0.292 -0.065 0.12
C 5.564942 0.692052 -3.884304 0.212 -0.972 -0.202 -0.10
H 1.655941 2.225952 3.178696 -0.063 0.235 0.059 0.03
C 3.060231 -2.494998 2.360195 1.182 -0.724 0.905 -0.08
H 4.990381 -7.168297 0.086429 -0.342 -0.069 0.303 0.07
C 2.507618 5.906808 0.487180 0.008 0.435 1.493 -0.08
H -7.749232 -0.045268 -1.688227 0.853 -0.255 -0.143 0.13
C 4.171474 -7.229353 -2.586163 0.212 -1.167 0.938 -0.25
N 0.519124 0.202164 -1.124732 -1.425 -0.343 -0.209 -0.15
H -0.562142 -4.949239 1.002224 -0.577 -0.275 -0.741 0.06
H 1.941127 1.425155 -2.968011 0.346 0.145 -0.234 0.09
C 6.277689 -1.077236 1.043321 0.442 -0.443 -0.946 -0.22
H -2.251661 -1.479218 4.111750 -0.108 0.118 -0.060 0.07
H 0.795363 1.922542 -5.083713 0.118 0.041 0.174 0.07
H -5.623279 3.864863 -4.614749 -0.260 -0.029 0.003 0.07
H -4.416751 -5.186717 -0.150701 -0.245 -0.741 0.939 0.11
H -0.207209 -2.836570 2.341202 -0.422 -0.361 0.092 0.09
H -2.629072 -1.718372 2.395190 -0.299 -0.286 -0.221 0.06
H -1.720740 5.087066 5.579142 0.669 -0.169 -0.759 0.12
H 1.122851 5.698553 4.706523 -0.459 0.908 0.786 0.11
H 6.611871 5.773437 -0.669157 -0.323 0.603 -0.430 0.05
H 1.811253 -0.260753 6.169682 -0.474 0.024 0.777 0.11
C 1.474837 2.226443 -0.025517 0.292 -1.819 -0.249 -0.07
H -2.078223 0.984678 -1.837912 0.521 0.290 -0.433 0.07
H 2.952668 -2.049193 -2.034158 -1.008 0.420 -0.480 0.06
H 3.800253 -7.670963 -3.519810 0.140 -0.214 0.336 0.10
C 5.778106 -2.978488 -1.160843 -0.607 0.561 0.582 -0.06
H 7.201778 4.481801 0.182154 0.548 -0.908 0.285 0.05
H 2.420609 1.691932 0.045018 0.280 0.311 0.018 0.06
H -4.631865 2.547434 -4.036621 -0.257 -0.091 0.373 0.07
O 1.177765 4.092862 3.552251 -0.519 0.102 -0.715 -0.13
H -0.414912 -2.820620 4.117778 0.369 -0.244 -0.295 0.12
C 4.818118 2.021846 -3.644050 -0.017 -0.637 -1.050 -0.24
H 5.440363 0.919904 0.642341 0.334 -0.280 -0.027 0.04
C 2.209664 0.177972 5.281659 -0.321 1.190 -0.860 -0.19
H -8.812764 -3.980277 0.972719 0.924 -0.002 0.032 0.08
H 4.000349 -6.582059 1.432891 -0.089 0.228 -0.146 0.07
H 0.225330 4.387776 3.371596 1.204 -0.230 0.505 0.08
H 5.731902 -5.823847 -2.051582 0.284 -0.056 0.759 0.04
H -2.126698 4.147808 1.448962 0.493 -0.251 -0.147 0.07
C 4.675910 -2.395230 -0.221280 -0.705 0.558 -2.594 -0.30
H 0.433582 0.621237 0.949613 -0.427 0.389 -0.216 0.12
C 0.036609 -5.269128 1.829012 0.274 1.091 1.230 -0.09
H -0.394177 6.386211 1.908559 -0.135 0.087 -0.135 0.07
H -4.585433 2.543715 -1.442438 0.831 0.009 -0.197 0.10
H 1.872214 -0.946831 -0.007001 -0.471 -0.615 0.583 0.09
H 2.211021 -2.113548 2.936317 0.169 -0.005 -0.074 0.05
H -1.466663 -3.862206 -6.217277 -0.194 -0.124 -0.339 0.12
N -3.271490 4.047531 -2.164215 0.228 -0.068 -0.465 -0.17
C -1.452598 6.657848 1.932948 -0.656 0.013 0.612 -0.06
C 5.808188 5.614210 1.406943 1.132 -1.209 -0.649 -0.21
O 3.127223 1.224523 5.652860 -0.200 -0.921 0.162 -0.07
H 3.638479 -3.257888 2.963479 -0.579 0.963 -0.313 0.10
H -1.600770 6.521423 4.086348 0.278 1.207 0.502 0.09
N 3.011533 -6.705702 -1.892859 -0.278 0.224 0.283 -0.19
H 5.204560 -5.485561 -3.599575 -0.494 -0.357 -0.350 0.07
O -5.765598 0.984005 0.961528 0.469 0.507 1.164 -0.06
H -1.477558 3.422935 5.119664 -0.188 -0.277 -0.042 0.10
H -2.741325 -3.928522 -0.905208 -0.338 0.239 0.005 0.07
C -2.736541 -4.272306 4.263325 0.649 2.214 -0.889 -0.24
H 5.529609 6.640062 1.565593 0.011 0.603 0.150 0.10
C 2.634729 4.359723 5.457336 0.560 -0.132 0.385 -0.25
H 0.779974 -7.129715 -3.324590 0.129 -0.112 -0.182 0.08
H 0.824526 -5.641167 -4.214586 -0.428 0.563 -0.883 0.03
H -3.862078 0.540102 1.720456 0.556 0.388 -0.135 0.08
C -3.524661 4.248131 5.267096 -0.124 -3.395 0.266 -0.09
H 4.533217 -0.820537 2.650246 -0.841 -0.527 -0.193 0.12
H -1.924326 1.716812 1.787386 -0.551 -0.679 -0.199 0.03
H -5.193347 -5.421256 -3.784058 0.171 0.232 -1.304 0.05
H 6.235822 -3.748800 -0.548272 0.590 -0.193 -0.249 0.07
H -0.776247 2.474138 2.808935 -0.201 -0.553 0.181 0.06
C 3.024386 3.384233 -4.740112 0.749 0.240 0.341 -0.26
H 3.983557 -3.209167 -0.011256 -0.359 0.084 -0.512 0.08
H -6.168936 -6.050618 -2.490748 0.713 0.339 -0.064 0.08
H 7.154217 0.766604 0.115426 -0.340 -0.282 0.333 0.08
C -2.359920 3.743218 2.426334 -0.932 0.483 1.597 -0.20
H 0.811939 -4.462018 1.883064 -0.289 -1.027 0.222 0.05
H -5.942244 3.292496 -2.940820 0.716 -0.141 -0.784 0.07
H -2.236306 0.351210 -0.247489 -0.379 -0.268 0.108 0.05
H -5.450856 3.679116 0.495569 -0.054 -0.502 1.061 0.05
C -0.947556 -2.886941 3.145911 -1.073 -0.739 1.259 -0.25
H -7.707501 -0.173066 -4.230264 0.384 -0.019 0.432 0.13
H 0.548346 1.583315 4.803631 0.542 -0.152 0.244 0.11
C 1.137670 0.762940 4.355087 -0.561 0.000 0.318 -0.22
H 1.375948 2.768629 0.867942 -0.126 1.001 1.245 0.03
C 0.358436 1.160316 -0.024318 0.814 0.645 -0.469 -0.22
H 3.476157 -7.989364 0.529551 -0.060 -0.182 -0.084 0.07
H -1.213717 -0.826538 2.843306 -0.104 0.183 0.141 0.06
C 3.207595 -6.130080 -0.565548 0.035 0.225 1.048 -0.26
H 6.614780 0.620773 -3.532882 -0.627 0.589 0.500 0.07
H 1.827536 6.210406 -0.273893 -0.261 0.216 -1.006 0.05
H 3.446367 4.347575 -0.526529 0.478 -0.041 0.179 0.10
H 1.054948 -3.543744 -6.243657 -0.227 0.348 0.089 0.13
H -3.998477 5.151469 5.106037 -0.903 2.052 -0.124 0.04
H -7.260302 -3.898298 1.849206 0.093 0.211 -0.024 0.06
C 4.542923 3.416866 1.606674 -1.454 0.697 0.144 -0.19
H -0.489004 -3.227733 -3.691551 0.127 0.432 0.347 0.06
H -0.553473 1.773947 -0.129316 -0.019 -0.895 0.088 0.09
H 1.524173 2.910674 -0.858025 -0.343 0.022 -0.478 0.06
H -6.756416 -5.476497 0.005427 -0.785 0.677 0.044 0.12
C -2.009747 0.065796 -1.271652 0.664 -0.082 -0.172 -0.08
C 6.191724 0.234818 0.221371 -0.066 -0.234 0.187 -0.06
H 0.483742 -6.237894 1.678406 0.279 -0.210 -0.283 0.06
H -3.523512 4.806357 -4.117710 0.347 -0.177 0.100 0.11
C -7.734795 -3.677415 0.896134 -1.026 -0.525 -0.975 -0.08
H 3.008166 0.209504 -3.623386 -0.397 -0.170 -0.491 0.08
H 0.356340 -0.019116 4.197789 0.680 0.246 -0.585 0.10
H -7.190480 -0.623349 2.321357 0.408 -0.107 0.349 0.10
H 0.087549 -2.755848 -8.213436 0.007 -0.199 0.380 0.09
C -3.861524 -5.210536 3.952651 1.261 0.222 -2.450 -0.06
H -4.697363 5.424865 -2.996955 0.147 -0.075 0.179 0.12
H 3.722640 -5.149187 -0.560468 0.044 -0.148 -0.403 0.09
H 6.362470 3.086142 2.773715 -0.327 0.227 0.075 0.08
H 1.498192 -1.465123 -2.963769 0.005 0.257 -1.022 0.04
C -4.115780 4.514093 -3.250955 -1.577 -0.603 0.023 -0.27
H 3.825832 3.903367 -5.245588 0.479 0.128 -0.264 0.11
H -2.787184 -3.633984 0.824499 -0.248 0.614 -0.686 0.06
H 6.279415 5.201970 2.315898 -0.421 0.596 -0.174 0.09
C 5.272893 3.178556 2.936096 0.842 0.185 0.125 -0.10
H -4.744723 -3.356567 -2.581897 0.437 0.339 0.488 0.10
H -7.538254 -1.709922 -2.271270 0.052 0.386 -0.025 0.11
H 7.152391 -1.702149 0.730032 -0.686 0.551 -0.067 0.12
H -7.781390 -2.595608 0.708876 0.385 -0.261 0.063 0.06
H -0.163819 -5.347900 4.021671 -0.945 0.051 -0.874 0.13
H 1.356667 -2.611867 -1.660493 -0.274 -0.018 0.099 0.07
H -4.127492 3.495320 4.709498 0.476 0.287 0.183 0.08
O -6.543459 -1.020364 2.932918 -1.354 -0.557 -0.498 -0.04
H 1.944389 5.274475 1.165150 -0.087 -0.176 0.301 0.05
H -3.612203 3.944221 6.329868 0.030 0.377 -0.465 0.09
C -6.790098 -0.244781 -3.615662 0.159 0.698 -0.458 -0.26
H 5.123694 3.923368 3.758286 -0.142 -0.389 -0.975 0.08
H -3.181800 2.872545 -0.451821 -0.431 0.486 0.291 0.10
H 5.390958 2.803875 -4.123794 0.413 0.403 0.303 0.11
H 1.552269 -5.306376 -2.102059 0.141 0.504 0.266 0.10
H -3.398803 -2.342124 -0.378250 -0.073 -0.738 0.448 0.06
H -1.102566 4.206363 -0.364193 0.297 0.230 -0.353 0.06
H 3.249274 3.627342 4.929678 0.330 0.018 0.178 0.08
H 1.930712 0.937715 -5.960632 0.478 -0.242 -1.072 0.07
```
Forces are in eV/Å.

* LUMO energy: 0.6 eV
* E_HOMO: -0.2870 Eh